Entry 1:
{
  "formula": "C27H38MoNO10",
  "method": "ωB97M-V/def2-TZVPD",
  "elements": ["H", "H", "C", "C", "H", "H", "C", "C", "C", "H", "H", "C", "H", "O", "H", "C", "H", "C", "H", "H", "C", "C", "C", "C", "O", "H", "H", "O", "H", "H", "H", "C", "H", "C", "O", "C", "H", "C", "H", "H", "O", "N", "H", "C", "H", "C", "C", "C", "H", "Mo", "C", "H", "H", "H", "H", "C", "H", "O", "H", "H", "H", "O", "H", "C", "H", "C", "O", "H", "H", "C", "O", "O", "C", "H", "C", "H", "H"],
  "xyz": [[-2.961, -1.983, -2.056], [-2.178, -5.268, 2.706], [-2.445, -2.622, 3.360], [0.005, 1.165, 3.138], [4.325, 3.815, -0.140], [-4.763, -0.866, 1.003], [1.865, -0.867, -4.701], [-0.130, -1.834, -1.096], [0.079, 3.394, -2.418], [-0.273, -2.827, 1.050], [1.984, -3.011, -4.969], [1.904, 4.882, -1.992], [4.387, 5.145, -1.295], [-0.785, -0.867, -0.412], [2.390, -0.644, -5.624], [-4.385, -0.930, -0.012], [0.553, -4.312, 3.582], [4.146, 4.088, -1.184], [3.254, 0.052, 3.011], [-0.243, 0.788, -1.178], [-1.217, -3.360, 2.841], [2.192, 2.514, -1.588], [3.035, 1.357, -1.102], [0.870, 2.321, -2.019], [-0.521, -2.414, 1.931], [-5.183, -1.267, -0.665], [-3.360, 0.340, -1.418], [-2.842, -1.593, 2.547], [-0.019, 5.520, -2.706], [-3.239, 2.889, 0.233], [2.426, 0.634, -0.559], [1.425, 0.172, -3.916], [3.825, 1.698, -0.434], [2.714, 3.819, -1.598], [1.074, 0.083, 1.285], [0.721, -0.067, -2.726], [1.607, 1.200, -4.208], [2.249, 0.150, 3.426], [-1.884, 2.187, -0.677], [0.805, -3.478, -2.843], [-1.058, 0.553, 2.523], [0.248, 1.019, -2.013], [-1.754, 2.452, 1.081], [1.950, 2.216, 2.005], [1.960, 2.921, 2.839], [0.977, -2.459, -3.167], [-0.290, -3.733, 3.964], [-1.689, -4.560, 2.037], [2.311, 0.701, 4.364], [-1.655, -0.731, 1.313], [0.593, 4.681, -2.394], [1.721, -0.628, 1.229], [1.850, -0.846, 3.638], [3.514, 0.828, -1.932], [4.851, 3.516, -1.793], [-2.414, 2.187, 0.271], [1.365, 2.643, 1.184], [-0.107, -2.986, -0.688], [-0.928, 3.200, -2.773], [2.972, 2.060, 1.657], [-2.402, -4.260, 1.269], [-0.138, 1.861, 4.079], [2.315, 5.888, -1.981], [0.506, -1.416, -2.343], [-4.698, 1.111, -0.546], [1.639, -2.200, -4.339], [-3.033, -2.930, 4.342], [-0.837, -4.327, 4.699], [-4.104, -3.174, -1.380], [1.350, 0.891, 2.446], [-3.302, -1.880, 0.007], [-2.953, 0.863, 0.549], [-3.176, -2.636, -1.208], [0.086, -2.837, 4.461], [-3.881, 0.402, -0.465], [-0.838, -5.057, 1.561], [-2.360, -3.336, -1.074]],
  "max_force_ev_per_a": 1.312,
  "total_energy_ev": -52433.464,
  "multiplicity": 3,
  "total_charge": 1,
  "orbital_gap_ev": [7.09, 7.17]
}



Entry 2:
{
  "formula": "C9H4CrN2O3",
  "method": "ωB97M-V/def2-TZVPD",
  "elements": ["H", "C", "C", "Cr", "C", "C", "C", "C", "O", "N", "C", "C", "O", "H", "H", "N", "H", "C", "O"],
  "xyz": [[-0.316, -1.115, 1.683], [-2.129, -1.296, -1.848], [-3.948, -1.113, 0.415], [-2.302, -0.443, -0.185], [2.594, 0.300, 0.600], [1.728, -0.427, 1.418], [0.707, 0.696, -0.834], [4.033, 0.460, 0.947], [-3.117, 2.439, -0.715], [5.166, 0.580, 1.230], [-2.722, 1.349, -0.535], [2.052, 0.868, -0.551], [-2.129, -1.886, -2.856], [0.259, 1.135, -1.734], [2.708, 1.438, -1.199], [-0.141, -0.006, -0.040], [2.119, -0.879, 2.320], [0.404, -0.554, 1.070], [-4.967, -1.545, 0.815]],
  "max_force_ev_per_a": 10.866,
  "relative_energy_kcal_mol": 0.0,
  "total_energy_ev": -46920.474,
  "multiplicity": 5,
  "total_charge": 2,
  "orbital_gap_ev": [6.38, 6.16]
}



Entry 3:
{
  "formula": "C6H9N",
  "method": "ωB97M-V/def2-TZVPD",
  "elements": ["C", "C", "C", "H", "H", "H", "H", "H", "H", "C", "H", "H", "H", "N", "C", "C"],
  "xyz": [[-1.482, -0.797, -0.734], [-1.749, -0.388, 0.663], [2.629, 0.736, -0.386], [-2.544, 0.321, 0.874], [-2.097, -0.359, -1.515], [-1.543, 1.787, -0.505], [1.110, -0.052, 1.376], [3.383, 1.001, -1.130], [-1.163, -1.820, -0.916], [0.853, -0.503, 0.405], [2.568, 1.362, 0.517], [-1.532, -1.075, 1.477], [0.752, -1.588, 0.535], [1.870, -0.253, -0.603], [-0.596, 1.524, 0.011], [-0.460, 0.106, -0.070]],
  "max_force_ev_per_a": 0.549,
  "relative_energy_kcal_mol": 121.0,
  "total_energy_ev": -7852.913,
  "total_charge": 0,
  "orbital_gap_ev": 8.77
}



Entry 4:
{
  "formula": "C26H36BCl3CsKLiMgNO16S",
  "method": "ωB97M-V/def2-TZVPD",
  "elements": ["O", "O", "O", "H", "H", "O", "H", "H", "H", "H", "O", "H", "H", "C", "H", "O", "C", "Cl", "C", "C", "Cs", "H", "C", "O", "H", "O", "H", "O", "H", "S", "C", "O", "C", "B", "H", "H", "H", "H", "C", "H", "O", "H", "K", "O", "C", "N", "C", "C", "C", "H", "H", "H", "H", "C", "C", "H", "Cl", "C", "C", "H", "C", "O", "O", "Mg", "H", "C", "Li", "H", "O", "H", "H", "H", "H", "H", "H", "C", "H", "H", "C", "Cl", "C", "C", "O", "C", "H", "C", "C", "C"],
  "xyz": [[-8.632, -2.281, 0.016], [1.723, -6.490, 2.228], [-6.598, -1.428, -0.998], [0.583, 5.382, -2.277], [-5.149, 2.100, 1.439], [-8.750, -0.887, -1.934], [-0.456, -7.778, 3.037], [8.151, 2.810, 1.140], [-1.439, 3.438, -0.599], [3.261, -8.418, 4.626], [-1.264, 3.714, -2.981], [-0.433, 0.996, -1.399], [7.799, 0.579, 0.163], [-0.186, 1.647, -0.567], [2.335, 3.463, 0.453], [-2.819, -6.917, 3.307], [4.966, 3.145, -0.051], [-4.975, -4.050, -3.913], [0.313, -4.564, 1.929], [3.547, -7.355, 4.478], [6.081, 4.951, -1.388], [4.177, 3.896, -0.093], [-5.136, -4.914, -2.385], [-3.361, -4.372, 2.378], [0.945, 3.000, 1.255], [-7.855, -3.125, -2.113], [-0.183, 4.988, -0.003], [3.614, 1.060, -2.511], [1.868, 0.331, -0.955], [-8.009, -1.946, -1.257], [7.208, 2.585, 0.665], [-6.929, 1.000, -0.454], [-1.375, 2.471, -0.111], [-0.062, 3.035, -3.120], [1.572, 5.572, 0.264], [-1.376, 2.564, 0.974], [-6.304, 0.367, -0.845], [6.389, 4.514, 1.073], [1.113, 4.693, -1.630], [2.237, 7.058, 1.562], [0.076, 2.185, -4.197], [5.715, -0.010, -0.885], [-3.803, -2.475, 1.296], [1.235, -3.817, 1.610], [1.134, 3.185, -2.068], [1.084, 2.391, -0.839], [0.562, -6.039, 2.314], [4.749, 1.871, -0.580], [-1.899, -6.240, 2.848], [2.366, 1.219, 0.494], [-4.838, 0.636, 0.447], [2.164, 4.984, -1.728], [-6.084, -4.629, -1.939], [5.843, 0.980, -0.471], [6.237, 3.532, 0.615], [-4.376, 2.269, -1.079], [-5.135, -6.659, -2.651], [2.208, -6.492, 5.689], [-2.165, -4.797, 2.359], [-3.623, 3.360, 0.105], [3.548, 1.434, -1.219], [4.610, -6.931, 4.902], [1.153, -6.929, 5.287], [-4.515, 4.742, -0.677], [0.065, 0.981, 0.252], [1.265, 3.372, 0.289], [3.961, -0.472, -3.778], [-1.249, 4.601, -3.344], [2.817, 6.988, 0.794], [-0.788, 3.271, -5.763], [-1.144, -3.062, 1.600], [0.821, 3.798, -5.268], [2.580, -6.774, 6.699], [-3.614, 1.181, 1.584], [0.646, 2.278, -6.150], [-0.570, -6.741, 2.740], [2.464, -5.424, 5.550], [3.079, -6.978, 3.546], [2.261, 1.276, -0.583], [-3.831, -4.462, -1.277], [0.880, 4.781, -0.100], [-4.407, 1.511, 0.916], [-2.504, 1.705, -0.512], [-3.741, 2.310, -0.190], [2.026, 3.116, -2.680], [-1.044, -4.090, 1.948], [0.183, 2.925, -5.417], [7.006, 1.308, 0.108]],
  "max_force_ev_per_a": 5.738,
  "total_energy_ev": -133381.300,
  "total_charge": -2,
  "orbital_gap_ev": 1.41
}



Entry 5:
{
  "formula": "C5H2Cl4O2",
  "method": "ωB97M-V/def2-TZVPD",
  "elements": ["O", "C", "Cl", "C", "C", "O", "C", "Cl", "Cl", "H", "H", "C", "Cl"],
  "xyz": [[-0.892, 0.742, 2.266], [0.232, -1.500, -1.776], [0.357, 1.542, -2.256], [0.131, 0.695, -0.735], [0.211, 0.568, 1.668], [1.048, -0.230, 2.013], [0.359, 1.337, 0.385], [0.817, 3.073, 0.350], [-0.314, -3.085, -1.934], [1.030, -1.287, -2.322], [-1.161, 0.136, 2.992], [-0.249, -0.725, -0.808], [-1.568, -1.266, 0.156]],
  "max_force_ev_per_a": 4.347,
  "total_energy_ev": -59400.595,
  "total_charge": 0,
  "orbital_gap_ev": 9.24
}



Entry 6:
{
  "formula": "H4O2",
  "method": "ωB97M-V/def2-TZVPD",
  "elements": ["O", "H", "O", "H", "H", "H"],
  "xyz": [[0.224, -1.577, 1.079], [-0.706, -1.320, 1.014], [-0.037, 1.331, -1.111], [0.535, 1.114, -0.345], [0.526, -1.668, 0.160], [-0.541, 2.120, -0.797]],
  "max_force_ev_per_a": 1.384,
  "relative_energy_kcal_mol": 3.6,
  "total_energy_ev": -4159.783,
  "total_charge": 0,
  "orbital_gap_ev": 12.40
}



Entry 7:
{
  "formula": "C2H3ClO3P",
  "method": "ωB97M-V/def2-TZVPD",
  "elements": ["H", "O", "H", "H", "O", "Cl", "C", "O", "C", "P"],
  "xyz": [[0.447, 1.081, 1.445], [-0.945, 1.516, -1.563], [0.278, -0.619, 1.967], [0.865, -1.413, -0.235], [-1.512, -1.009, -1.733], [2.214, 0.451, -0.591], [0.710, -0.336, -0.181], [-1.265, 0.106, 0.808], [0.088, 0.085, 1.141], [-0.881, 0.137, -1.059]],
  "max_force_ev_per_a": 2.495,
  "relative_energy_kcal_mol": 11.2,
  "total_energy_ev": -30079.951,
  "total_charge": -1,
  "orbital_gap_ev": 8.93
}



Entry 8:
{
  "formula": "C12H11F2NZn",
  "method": "ωB97M-V/def2-TZVPD",
  "elements": ["C", "C", "N", "C", "C", "H", "F", "H", "H", "C", "Zn", "C", "C", "H", "H", "C", "H", "C", "C", "C", "H", "C", "F", "H", "H", "H", "H"],
  "xyz": [[-0.197, 1.934, 2.246], [-1.520, -1.276, -4.093], [0.981, -1.031, 0.255], [1.961, -1.918, -0.035], [-2.401, 2.435, 1.589], [-1.602, -0.230, -3.789], [-3.520, 3.224, 1.691], [-2.195, -1.864, -3.481], [1.749, -2.675, -0.786], [2.335, 0.018, 1.874], [-0.970, -1.162, -0.178], [-2.382, 1.404, 0.651], [1.128, -0.019, 1.158], [-1.893, -1.529, -6.199], [-3.242, 1.236, 0.010], [3.192, -1.871, 0.631], [-1.767, -1.367, -5.124], [-1.250, 0.601, 0.625], [-1.328, 2.728, 2.417], [-0.070, 0.856, 1.347], [3.960, -2.591, 0.385], [3.344, -0.920, 1.636], [0.852, 2.246, 3.073], [-0.496, -1.627, -3.908], [4.253, -0.900, 2.234], [-1.363, 3.526, 3.143], [2.444, 0.770, 2.630]],
  "max_force_ev_per_a": 3.297,
  "relative_energy_kcal_mol": 4.1,
  "total_energy_ev": -67960.162,
  "total_charge": 0,
  "orbital_gap_ev": [8.50, 5.74]
}



Entry 9:
{
  "formula": "C34H51AgN2OSSi",
  "method": "ωB97M-V/def2-TZVPD",
  "elements": ["C", "H", "H", "C", "H", "H", "H", "H", "C", "H", "Si", "C", "C", "H", "H", "C", "H", "C", "C", "C", "C", "H", "H", "H", "Ag", "C", "H", "H", "N", "C", "C", "C", "C", "C", "H", "H", "C", "H", "C", "C", "H", "H", "H", "H", "C", "C", "C", "C", "C", "H", "H", "H", "N", "H", "H", "S", "H", "C", "C", "O", "C", "H", "H", "H", "C", "H", "H", "H", "H", "H", "H", "C", "H", "H", "H", "H", "H", "H", "H", "C", "C", "H", "C", "H", "C", "C", "H", "H", "H", "H", "H"],
  "xyz": [[-3.890, -1.605, 2.002], [0.369, 0.404, -4.549], [-0.521, -4.609, -3.026], [-1.500, 4.495, -0.536], [1.266, -3.331, 3.021], [-3.215, 5.174, -1.637], [3.050, 1.311, -3.421], [1.541, 3.396, -1.840], [-1.011, -4.205, -2.136], [1.188, -0.758, -2.532], [-0.975, -1.617, 2.192], [-2.663, 3.145, -2.101], [1.576, 5.572, -0.411], [0.285, -4.663, 6.951], [5.222, -0.858, -0.835], [-2.465, -3.816, -2.456], [2.829, 0.131, -4.710], [0.011, -4.148, 6.040], [-1.234, -3.557, 5.918], [0.906, -4.073, 4.984], [-2.634, -2.296, -2.415], [0.032, 0.582, 2.713], [-3.482, 2.998, -2.792], [0.190, -3.242, 0.776], [0.393, 0.191, -0.251], [0.273, -0.238, 2.029], [-2.926, -2.166, -0.303], [-2.294, -0.683, -1.000], [1.755, 4.200, 0.078], [5.493, 1.703, -0.168], [-0.216, -2.977, -1.669], [2.381, 0.531, -3.795], [1.026, 1.154, -4.113], [-0.601, 3.451, -0.323], [-2.055, -1.818, -3.210], [0.714, 2.686, 1.154], [-4.167, 0.799, 3.314], [5.670, 2.779, -0.172], [-2.213, -1.777, -1.035], [5.384, 1.155, -1.589], [0.557, 1.520, -3.200], [-1.421, 5.413, 0.037], [0.788, 5.566, -1.165], [-3.133, -4.246, -1.707], [4.762, -0.232, -1.596], [0.558, -3.389, 3.834], [-2.742, -0.956, 2.439], [-0.676, -2.759, 3.698], [-1.567, -2.872, 4.762], [-1.925, 1.194, -2.408], [-4.269, 1.732, 3.855], [2.284, 2.308, -0.670], [-0.848, -2.167, -0.638], [-0.055, -2.340, -2.542], [4.856, -0.713, -2.566], [2.940, -0.169, -1.109], [0.769, -3.285, -1.311], [-0.807, -2.807, 0.678], [-2.526, 4.359, -1.449], [2.753, -1.387, -0.328], [2.237, -0.574, -2.757], [-6.272, 0.599, 2.945], [0.177, 4.380, 1.460], [-3.683, -2.033, -2.580], [-2.917, 0.244, 3.116], [-3.809, -2.574, 1.529], [-2.048, 0.750, 3.507], [-6.021, -1.570, 1.786], [2.688, -1.518, -3.053], [1.125, 1.976, -4.817], [3.223, 3.685, -1.332], [-1.759, 2.122, -1.874], [6.315, 1.226, 0.362], [-2.777, -4.212, -3.427], [-1.527, -3.639, 0.743], [1.879, -4.542, 5.066], [6.375, 1.115, -2.049], [2.459, 4.196, 0.821], [4.571, 1.491, 0.371], [-5.292, 0.161, 2.816], [-0.655, 2.210, -1.000], [1.284, 6.228, 0.406], [-5.148, -1.053, 2.165], [1.254, -0.614, 2.329], [2.242, 3.345, -1.010], [0.481, 3.660, 0.698], [4.771, 1.836, -2.184], [-2.541, -2.411, 4.682], [-0.983, -4.976, -1.364], [2.505, 5.930, -0.853], [-1.944, -3.623, 6.733]],
  "max_force_ev_per_a": 2.167,
  "relative_energy_kcal_mol": 14.7,
  "total_energy_ev": -63821.425,
  "total_charge": 0,
  "orbital_gap_ev": 5.74
}



Entry 10:
{
  "formula": "C32H36N2O3PRuS5",
  "method": "ωB97M-V/def2-TZVPD",
  "elements": ["C", "H", "H", "S", "O", "C", "H", "C", "H", "O", "H", "H", "H", "C", "C", "C", "C", "S", "H", "C", "C", "O", "C", "C", "C", "C", "H", "S", "H", "H", "H", "H", "C", "H", "H", "C", "C", "C", "H", "C", "C", "C", "H", "H", "H", "H", "H", "C", "C", "P", "C", "C", "H", "H", "H", "C", "C", "N", "H", "N", "C", "H", "C", "C", "H", "C", "Ru", "S", "H", "H", "H", "H", "C", "H", "S", "C", "H", "H", "H", "H"],
  "xyz": [[-3.603, -0.764, 1.759], [1.109, -2.270, -2.705], [-0.983, 1.303, -2.352], [-2.297, 3.483, -0.926], [-2.217, -1.653, 5.051], [0.820, 3.560, 1.181], [-5.418, 0.981, -0.513], [-3.452, 0.208, -0.859], [1.223, -4.602, -3.492], [-1.198, -3.899, 5.339], [2.059, 4.771, -0.091], [0.212, -4.346, 0.407], [2.318, 0.129, -1.983], [-4.586, 0.432, -0.091], [1.240, -1.855, 2.510], [0.029, 4.520, -2.177], [-1.898, -3.376, -1.563], [-0.150, 2.040, 1.083], [0.090, 4.364, 1.255], [1.741, 3.729, -0.038], [-0.840, -2.503, -1.802], [-3.187, -3.589, 3.880], [-1.826, -4.687, -2.014], [-2.466, -0.985, 0.995], [5.871, 1.577, -1.226], [5.456, 1.335, -2.518], [2.029, -3.079, -0.439], [-2.061, -2.958, 4.491], [2.072, -1.175, 2.637], [-0.649, -6.154, -3.043], [-2.379, 1.531, 1.464], [0.302, -1.369, 4.394], [3.710, 0.765, -0.455], [-3.406, 0.595, -1.870], [-2.652, -5.365, -1.839], [3.305, 0.523, -1.769], [-0.875, 0.264, -2.669], [-1.179, 4.872, -1.314], [2.645, 3.138, 0.106], [4.979, 1.285, -0.193], [0.216, -3.690, 1.269], [3.618, 0.870, 1.763], [-1.480, -4.606, 2.216], [3.030, -2.236, 0.609], [-1.680, -0.017, -3.348], [-1.760, 5.624, -1.847], [0.624, 5.422, -2.326], [-0.714, -3.842, 2.270], [4.182, 0.813, -2.790], [-0.853, -0.801, -1.205], [-1.822, 2.451, 1.646], [-4.663, -0.053, 1.210], [3.889, 0.641, -3.817], [0.073, 0.155, -3.196], [-0.296, 4.193, -3.167], [-2.388, -0.508, -0.317], [-0.701, -5.131, -2.694], [2.948, 0.538, 0.695], [6.854, 1.979, -1.022], [2.073, -2.429, 0.336], [-0.709, -2.949, 3.356], [-0.864, 5.333, -0.378], [-2.450, 3.609, 0.878], [0.356, -4.261, -2.941], [-5.554, 0.121, 1.798], [0.291, -1.992, 3.508], [0.809, -0.043, 0.408], [1.129, 3.184, -1.646], [-2.063, 4.576, 1.196], [-2.778, -3.033, -1.032], [-3.664, -1.139, 2.772], [6.126, 1.553, -3.339], [0.287, -2.951, -2.496], [3.207, 0.794, 2.762], [5.189, 1.478, 1.516], [1.193, -2.689, 1.380], [-1.806, 2.634, 2.721], [-1.635, -1.542, 1.410], [-3.511, 3.614, 1.129], [1.404, 3.557, 2.101]],
  "max_force_ev_per_a": 0.465,
  "relative_energy_kcal_mol": 12.8,
  "total_energy_ev": -108921.545,
  "multiplicity": 6,
  "total_charge": 2,
  "orbital_gap_ev": [8.20, 5.61]
}